[1]
{"formula": "C29H37ClN4O4SV", "method": "ωB97M-V with the def2-TZVPD basis set", "species": ["V", "Cl", "S", "O", "O", "O", "O", "N", "N", "N", "N", "C", "C", "C", "C", "C", "C", "C", "C", "C", "C", "C", "C", "C", "C", "C", "C", "C", "C", "C", "C", "C", "C", "C", "C", "C", "C", "C", "C", "C", "H", "H", "H", "H", "H", "H", "H", "H", "H", "H", "H", "H", "H", "H", "H", "H", "H", "H", "H", "H", "H", "H", "H", "H", "H", "H", "H", "H", "H", "H", "H", "H", "H", "H", "H", "H", "H"], "coordinates": [[0.005, 0.040, 0.331], [4.672, -7.205, 1.885], [-1.242, -1.959, 0.176], [2.114, -1.930, 1.979], [0.447, 0.132, 2.147], [2.186, 1.331, 2.878], [-0.557, 0.623, -1.505], [2.048, 0.013, -0.119], [2.969, 2.133, 0.027], [4.375, 0.317, 0.039], [-1.994, 0.384, 0.914], [1.501, -3.584, -0.116], [-2.475, -0.854, 0.734], [1.726, 2.771, 0.397], [-3.631, 3.628, -2.040], [4.009, 3.035, -0.445], [-2.786, 1.350, 1.396], [-4.627, -0.156, 1.467], [-3.852, 0.963, -2.851], [-4.950, 1.802, -2.868], [-1.193, 3.447, -1.595], [5.305, 0.859, 1.029], [-1.536, 0.542, -2.261], [-6.066, 4.022, -2.528], [-2.620, 1.474, -2.372], [3.925, -5.641, 1.956], [2.305, -1.034, 3.058], [2.732, -3.154, 2.039], [2.458, -4.005, 0.964], [3.575, -3.552, 3.065], [-3.809, -1.162, 0.999], [-4.862, 3.132, -2.464], [-4.021, -0.468, -3.294], [4.176, -4.805, 3.023], [1.634, 0.271, 2.692], [3.069, -5.247, 0.937], [3.100, 0.797, -0.011], [-2.505, 2.828, -1.983], [4.652, -1.049, -0.372], [-4.112, 1.124, 1.679], [4.103, -1.288, -1.282], [1.841, -1.420, 3.973], [-3.550, 4.672, -1.762], [3.360, -0.828, 3.244], [-0.400, 3.148, -2.280], [3.561, 3.753, -1.135], [2.869, -5.925, 0.117], [4.824, 1.642, 1.611], [-0.886, 3.141, -0.595], [2.321, -0.944, 0.103], [0.553, -3.254, 0.315], [4.775, 2.479, -0.977], [1.102, 2.093, 0.984], [-3.394, -0.700, -4.157], [1.899, -2.759, -0.711], [-4.168, -2.169, 0.846], [-5.930, 4.923, -1.933], [6.207, 1.252, 0.558], [-3.774, -1.175, -2.501], [1.192, 3.137, -0.482], [-1.272, 4.532, -1.607], [-6.957, 3.500, -2.179], [4.404, -1.778, 0.410], [-5.667, -0.364, 1.686], [5.593, 0.062, 1.718], [3.778, -2.910, 3.910], [4.467, 3.588, 0.378], [1.938, 3.611, 1.060], [-2.327, 2.316, 1.563], [4.835, -5.121, 3.820], [-4.728, 1.922, 2.067], [-6.251, 4.325, -3.560], [-5.054, -0.645, -3.585], [5.716, -1.133, -0.587], [-5.904, 1.414, -3.206], [1.302, -4.412, -0.794], [-1.595, -0.368, -2.868]], "spin_multiplicity": 3, "lumo_ev": [-3.62, -3.63], "e_tot_ha": -3449.54697, "total_charge": 1, "max_force_ha_per_bohr": 0.01034}

=====

[2]
{"formula": "C29H37N5NiO3SeSi", "method": "ωB97M-V with the def2-TZVPD basis set", "species": ["Se", "Ni", "Si", "O", "O", "O", "N", "N", "N", "N", "N", "C", "C", "C", "C", "C", "C", "C", "C", "C", "C", "C", "C", "C", "C", "C", "C", "C", "C", "C", "C", "C", "C", "C", "C", "C", "C", "C", "C", "C", "H", "H", "H", "H", "H", "H", "H", "H", "H", "H", "H", "H", "H", "H", "H", "H", "H", "H", "H", "H", "H", "H", "H", "H", "H", "H", "H", "H", "H", "H", "H", "H", "H", "H", "H", "H", "H"], "coordinates": [[0.356, 0.734, 2.735], [-0.024, -0.299, 0.181], [-3.412, -0.582, 0.506], [5.703, -5.564, -0.334], [7.279, -4.040, -0.015], [-1.910, -0.131, 0.354], [-0.329, -2.244, 0.159], [2.060, -0.279, -0.034], [-0.151, -1.951, -2.088], [-0.403, -4.120, -1.274], [0.104, 1.594, -0.260], [-1.370, -4.325, 0.919], [0.750, 4.301, -0.074], [-0.748, -0.930, 6.422], [5.386, -1.927, -0.164], [-0.511, -5.008, -0.136], [0.876, 0.780, 6.853], [2.741, -2.576, 0.194], [3.688, -3.572, 0.190], [4.440, -0.935, -0.161], [0.954, 1.042, 5.500], [1.404, 2.000, -0.212], [-0.850, 2.519, -0.212], [5.038, -3.272, -0.022], [-0.697, -3.019, 1.325], [-0.669, -0.678, 5.065], [-3.967, -1.776, -0.897], [-0.580, 3.870, -0.138], [-3.853, -1.451, 2.168], [-0.149, -3.750, -3.682], [-0.282, -2.784, -1.025], [2.383, 0.993, -0.241], [0.393, -2.361, -3.357], [1.747, 3.363, -0.117], [0.129, -4.673, -2.502], [6.106, -4.287, -0.108], [0.025, -0.211, 7.319], [3.064, -1.226, -0.021], [-4.528, 0.974, 0.408], [0.189, 0.309, 4.590], [-4.322, 1.677, 1.208], [1.215, -4.834, -2.411], [0.481, -5.248, 0.275], [-3.638, -2.517, 2.163], [2.789, 3.633, -0.038], [-1.276, -1.243, 4.371], [-1.225, -3.682, -3.844], [6.431, -1.685, -0.291], [4.748, -5.618, -0.448], [-1.391, 4.576, -0.132], [0.327, -4.148, -4.578], [-4.402, 1.498, -0.533], [1.610, 1.816, 5.129], [-1.503, -4.974, 1.782], [4.794, 0.076, -0.275], [-4.911, -1.349, 2.385], [-0.032, -0.423, 8.376], [-5.568, 0.679, 0.484], [-1.415, -1.695, 6.789], [1.711, -2.819, 0.369], [1.475, 1.348, 7.548], [-0.970, -5.940, -0.477], [3.364, -4.586, 0.394], [-1.377, -2.404, 1.916], [3.401, 1.301, -0.429], [1.495, -2.381, -3.329], [0.982, 5.351, 0.013], [-0.340, -5.647, -2.664], [-3.183, -2.493, -1.126], [-0.091, -0.964, -1.822], [-4.184, -1.232, -1.812], [0.085, -1.639, -4.118], [-3.301, -1.011, 2.993], [-1.864, 2.144, -0.239], [-4.862, -2.328, -0.622], [0.193, -3.217, 1.941], [-2.346, -4.107, 0.485]], "spin_multiplicity": 3, "lumo_ev": [0.29, -1.97], "e_tot_ha": -5826.08687, "total_charge": 0, "max_force_ha_per_bohr": 0.02662}

=====

[3]
{"formula": "C29H38Cl2N3O3SSr", "method": "ωB97M-V with the def2-TZVPD basis set", "species": ["Sr", "Cl", "Cl", "S", "O", "O", "O", "N", "N", "N", "C", "C", "C", "C", "C", "C", "C", "C", "C", "C", "C", "C", "C", "C", "C", "C", "C", "C", "C", "C", "C", "C", "C", "C", "C", "C", "C", "C", "C", "H", "H", "H", "H", "H", "H", "H", "H", "H", "H", "H", "H", "H", "H", "H", "H", "H", "H", "H", "H", "H", "H", "H", "H", "H", "H", "H", "H", "H", "H", "H", "H", "H", "H", "H", "H", "H", "H"], "coordinates": [[0.493, -0.481, -0.929], [-0.086, -2.140, -3.207], [1.918, 1.866, -0.201], [1.249, 0.045, 2.523], [2.792, -1.400, -0.910], [-1.016, -2.256, 0.532], [-0.766, 0.828, -2.492], [-1.601, -4.343, -0.244], [0.025, 0.146, 1.570], [4.242, 0.214, -1.677], [3.579, 0.356, -2.978], [-3.246, 1.676, -1.425], [-1.571, 1.311, -3.287], [-0.884, -3.215, -0.264], [1.775, -3.567, 4.294], [0.114, 3.577, 4.066], [0.730, -3.581, 5.238], [1.129, 1.421, 3.656], [0.418, 2.521, 3.214], [1.925, -2.469, 3.444], [1.361, 2.475, 5.829], [0.583, 3.555, 5.391], [3.820, -0.694, -0.791], [-0.111, 2.732, -7.011], [-1.253, 1.923, -6.993], [0.579, 2.960, -5.809], [0.084, 2.475, -4.608], [-1.791, 1.433, -5.799], [1.044, -1.377, 3.585], [-1.544, -5.230, -1.391], [-4.133, 1.168, 0.869], [0.008, -1.385, 4.507], [-3.410, 0.829, -0.425], [-1.134, 1.777, -4.601], [-0.175, -2.496, 5.341], [-2.422, -4.758, 0.882], [4.934, 1.402, -1.189], [1.655, 1.412, 4.967], [-3.296, 3.113, -1.641], [4.436, -0.746, 0.131], [-0.992, -2.503, 6.060], [-3.436, 1.567, 1.613], [-2.531, -5.684, -1.533], [0.059, 2.506, 2.190], [-3.043, -0.204, -0.429], [4.350, 0.533, -3.733], [1.525, 3.492, -5.781], [-2.597, -3.941, 1.577], [-0.625, -0.505, 4.613], [-2.660, 1.390, -3.083], [4.171, 2.111, -0.825], [-2.651, 0.763, -5.735], [-1.719, 1.644, -7.938], [2.736, -2.427, 2.722], [-0.781, -0.372, 1.986], [3.002, -0.539, -3.225], [1.709, 2.467, 6.866], [-4.611, 0.293, 1.317], [5.609, 1.142, -0.370], [0.267, 3.175, -7.934], [-1.948, -5.587, 1.426], [-4.939, 1.889, 0.723], [-3.383, -5.128, 0.499], [0.321, 4.363, 6.069], [2.246, 0.579, 5.316], [2.923, 1.233, -2.940], [5.510, 1.847, -1.996], [-0.783, -6.009, -1.229], [-0.166, -3.178, -1.112], [-4.077, 3.621, -1.049], [0.605, -4.426, 5.908], [-3.551, 3.304, -2.703], [-1.259, -4.627, -2.255], [2.466, -4.417, 4.235], [0.631, 2.520, -3.668], [-2.340, 3.638, -1.449], [-0.492, 4.397, 3.697]], "spin_multiplicity": 1, "lumo_ev": [2.10, 2.10], "e_tot_ha": -2867.13123, "total_charge": -1, "max_force_ha_per_bohr": 0.04386}

=====

[4]
{"formula": "C29H38FeN5O5", "method": "ωB97M-V with the def2-TZVPD basis set", "species": ["Fe", "O", "O", "O", "O", "O", "N", "N", "N", "N", "N", "C", "C", "C", "C", "C", "C", "C", "C", "C", "C", "C", "C", "C", "C", "C", "C", "C", "C", "C", "C", "C", "C", "C", "C", "C", "C", "C", "C", "C", "H", "H", "H", "H", "H", "H", "H", "H", "H", "H", "H", "H", "H", "H", "H", "H", "H", "H", "H", "H", "H", "H", "H", "H", "H", "H", "H", "H", "H", "H", "H", "H", "H", "H", "H", "H", "H", "H"], "coordinates": [[-1.763, 0.092, -0.033], [4.049, -2.053, 0.524], [-3.400, 1.516, 0.131], [0.268, -2.438, -1.821], [-3.427, -1.058, -0.576], [0.907, 0.332, 4.612], [0.282, 0.059, -0.146], [0.939, 0.386, 2.070], [2.542, 0.110, 0.477], [-1.784, 0.921, -1.933], [-1.718, 1.207, -4.372], [1.796, -0.119, -4.109], [1.350, 1.097, -2.100], [-3.506, -1.670, -1.883], [4.394, -1.106, 1.435], [3.891, 1.099, 2.284], [5.713, -0.152, 3.202], [-0.325, 0.406, 2.648], [1.261, -1.249, -3.527], [-3.194, 2.936, 0.074], [-1.522, 0.425, 1.964], [0.806, -0.039, -1.492], [-0.326, 0.348, 4.056], [5.448, -1.205, 2.331], [4.945, 0.999, 3.184], [1.234, 0.199, 0.785], [-1.720, 2.567, -4.941], [-0.033, -2.758, -0.480], [-2.720, 0.307, 4.057], [-4.575, 1.049, -0.538], [-1.515, 0.297, 4.752], [-2.735, 0.392, 2.678], [3.605, 0.046, 1.432], [4.909, -3.191, 0.410], [1.838, 1.076, -3.390], [-1.776, 1.044, -3.087], [-1.912, 0.047, -5.259], [0.759, -1.223, -2.223], [0.998, 0.242, 6.039], [-4.665, -0.413, -0.184], [-4.753, -0.555, 0.888], [0.560, -0.695, 6.385], [-3.700, -0.915, -2.644], [-3.653, 0.275, 4.605], [-2.970, -0.120, -5.460], [6.543, -0.237, 3.892], [-4.304, -2.409, -1.874], [-3.147, 3.265, -0.966], [1.252, -2.199, -4.048], [2.745, -0.298, -0.423], [-2.255, 3.145, 0.577], [-4.009, 3.438, 0.592], [-1.400, 0.257, -6.195], [5.173, 1.825, 3.845], [-4.465, 1.207, -1.615], [0.781, -2.533, 0.206], [2.056, 0.263, 6.271], [4.868, -3.797, 1.316], [-1.516, 0.256, 5.832], [3.301, 2.008, 2.229], [4.539, -3.766, -0.432], [-5.513, -0.902, -0.662], [1.375, 2.014, -1.522], [-1.467, -0.837, -4.807], [-1.009, 2.595, -5.763], [-1.407, 3.276, -4.179], [-3.684, 0.471, 2.183], [1.710, 0.359, 2.727], [-0.948, -2.262, -0.118], [6.057, -2.096, 2.367], [-2.556, -2.161, -2.079], [-2.713, 2.828, -5.305], [2.196, -0.170, -5.114], [-5.462, 1.587, -0.195], [0.502, 1.091, 6.508], [2.260, 1.971, -3.827], [5.936, -2.880, 0.216], [-0.246, -3.824, -0.466]], "spin_multiplicity": 6, "lumo_ev": [-4.32, -7.07], "e_tot_ha": -3040.96146, "total_charge": 2, "max_force_ha_per_bohr": 0.01965}

=====

[5]
{"formula": "C29H38N2OP2PtSi", "method": "ωB97M-V with the def2-TZVPD basis set", "species": ["Pt", "P", "P", "Si", "O", "N", "N", "C", "C", "C", "C", "C", "C", "C", "C", "C", "C", "C", "C", "C", "C", "C", "C", "C", "C", "C", "C", "C", "C", "C", "C", "C", "C", "C", "C", "C", "H", "H", "H", "H", "H", "H", "H", "H", "H", "H", "H", "H", "H", "H", "H", "H", "H", "H", "H", "H", "H", "H", "H", "H", "H", "H", "H", "H", "H", "H", "H", "H", "H", "H", "H", "H", "H", "H"], "coordinates": [[-0.099, 0.180, 0.557], [-0.347, -1.940, -0.500], [0.656, 1.538, -1.234], [1.702, -1.530, 2.649], [-0.423, 2.441, 2.551], [1.772, -0.535, 1.140], [-2.447, 0.370, -2.064], [-1.710, 2.611, -2.361], [-0.243, 1.591, 1.768], [0.003, -1.407, 3.449], [-4.675, -0.170, -1.203], [-1.980, 3.968, -2.278], [2.988, 0.202, 1.108], [5.377, 0.222, 0.641], [-3.346, -0.537, -1.649], [-2.935, -1.918, -1.626], [-0.373, 2.052, -2.738], [4.322, 2.172, 1.601], [-5.578, -1.203, -0.799], [1.199, -2.722, -1.179], [-4.035, 2.162, -1.549], [1.218, 3.219, -0.679], [-0.930, -3.267, 0.648], [2.177, 0.965, -2.148], [2.801, -0.776, 3.973], [4.149, -0.441, 0.646], [-2.745, 1.677, -1.998], [-4.992, 1.200, -1.178], [5.463, 1.532, 1.113], [-4.262, 3.573, -1.496], [-3.849, -2.877, -1.218], [-5.172, -2.522, -0.818], [2.377, -3.266, 2.413], [3.090, 1.509, 1.607], [-1.506, -2.232, -1.961], [-3.256, 4.449, -1.853], [1.648, 3.811, -1.507], [-5.235, 3.944, -1.156], [1.932, 0.055, -2.721], [-0.186, -0.350, 3.722], [-0.824, -1.725, 2.796], [2.556, 1.736, -2.843], [2.967, 0.715, -1.420], [1.969, 3.100, 0.119], [-1.151, -1.575, -2.771], [-6.585, -0.929, -0.466], [0.353, 3.754, -0.253], [-5.863, -3.313, -0.507], [2.469, 0.262, 4.181], [4.393, 3.182, 1.985], [1.560, -2.135, -2.039], [-1.014, -4.246, 0.141], [3.438, -3.192, 2.101], [-0.009, -2.013, 4.378], [-3.550, -3.930, -1.190], [2.237, 2.013, 2.022], [-0.218, -3.336, 1.487], [-1.605, 0.454, 0.282], [-5.987, 1.522, -0.848], [0.224, 2.784, -3.310], [-0.505, 1.134, -3.334], [2.329, -3.799, 3.385], [-3.427, 5.529, -1.806], [1.981, -2.712, -0.400], [3.859, -0.768, 3.640], [-1.200, 4.691, -2.541], [1.838, -3.857, 1.654], [4.096, -1.461, 0.285], [-1.389, -3.290, -2.256], [6.262, -0.283, 0.275], [-1.908, -2.968, 1.056], [6.416, 2.045, 1.114], [2.716, -1.372, 4.905], [1.022, -3.764, -1.498]], "spin_multiplicity": 5, "lumo_ev": [-5.88, -8.84], "e_tot_ha": -2403.56644, "total_charge": 2, "max_force_ha_per_bohr": 0.13415}

=====

[6]
{"formula": "C29H38N4O2P2V", "method": "ωB97M-V with the def2-TZVPD basis set", "species": ["V", "P", "P", "O", "O", "N", "N", "N", "N", "C", "C", "C", "C", "C", "C", "C", "C", "C", "C", "C", "C", "C", "C", "C", "C", "C", "C", "C", "C", "C", "C", "C", "C", "C", "C", "C", "C", "C", "H", "H", "H", "H", "H", "H", "H", "H", "H", "H", "H", "H", "H", "H", "H", "H", "H", "H", "H", "H", "H", "H", "H", "H", "H", "H", "H", "H", "H", "H", "H", "H", "H", "H", "H", "H", "H", "H"], "coordinates": [[-0.083, -0.731, -1.912], [1.589, -0.975, -7.123], [-2.182, -0.490, -6.835], [-2.236, -1.216, 0.088], [-0.353, -0.378, 1.089], [2.920, 0.110, -7.584], [-2.277, 1.285, -7.254], [2.100, -2.326, -8.402], [-3.764, -0.905, -7.625], [2.387, -2.240, -9.762], [-0.954, 0.884, -3.667], [-1.993, 3.445, -6.612], [1.482, 0.158, -3.202], [-4.284, -2.210, -7.525], [2.641, -4.401, -9.148], [-2.290, 2.078, -8.408], [-4.509, -0.240, -8.612], [1.622, 1.067, -2.163], [4.576, 1.331, -8.550], [-5.422, -1.124, -9.173], [-1.239, 1.362, -1.100], [-2.164, 3.416, -8.027], [1.371, -1.392, -0.609], [3.424, 0.590, -8.802], [0.947, 2.398, -2.051], [-1.004, 0.137, 2.254], [2.724, -3.501, -10.250], [-0.194, 2.400, -0.970], [-5.291, -2.369, -8.473], [0.220, -0.013, -4.048], [4.774, 1.336, -7.131], [-1.082, -0.815, 0.025], [2.258, -3.658, -8.027], [-1.030, -0.855, -8.249], [0.374, -0.206, -8.247], [3.768, 0.569, -6.560], [-2.130, 2.150, -6.173], [-1.628, 0.778, -2.314], [-2.511, 0.089, -2.263], [-5.863, -3.266, -8.655], [-2.245, 1.762, -5.182], [-1.472, 1.102, 2.016], [2.935, 0.429, -9.759], [-0.720, 1.928, -3.910], [-0.658, 3.402, -0.922], [3.044, -3.722, -11.254], [-2.478, 1.651, -9.387], [1.716, -0.388, -0.240], [5.187, 1.808, -9.306], [2.257, -0.614, -3.427], [-4.333, 0.797, -8.852], [2.872, -5.449, -9.152], [2.511, 0.947, -1.512], [0.792, -0.295, -9.262], [-1.598, -0.529, -9.142], [2.120, -1.867, -1.292], [-1.746, -0.572, 2.620], [-2.253, 4.289, -8.655], [0.299, 0.858, -7.976], [0.219, 2.301, 0.047], [-1.749, 0.561, -4.367], [2.117, -3.942, -6.993], [0.441, 0.093, -5.126], [-0.114, -1.084, -3.970], [-0.931, -1.959, -8.252], [-3.869, -2.891, -6.795], [1.131, -2.006, 0.304], [3.528, 0.308, -5.534], [5.547, 1.849, -6.580], [2.378, -1.309, -10.298], [1.700, 3.131, -1.703], [-0.207, 0.252, 2.993], [-2.060, 1.404, -0.360], [-6.103, -0.904, -9.987], [0.589, 2.844, -3.004], [-1.841, 4.271, -5.936]], "spin_multiplicity": 2, "lumo_ev": [-9.51, -9.38], "e_tot_ha": -3123.15819, "total_charge": 2, "max_force_ha_per_bohr": 0.10759}